No. 1
{"formula": "C29H24BN2O9", "method": "ωB97M-V with the def2-TZVPD basis set", "elements": ["N", "B", "O", "C", "C", "C", "C", "N", "C", "H", "H", "H", "H", "H", "H", "H", "H", "C", "C", "C", "O", "C", "C", "C", "O", "H", "H", "H", "H", "C", "C", "C", "O", "C", "C", "C", "O", "H", "H", "H", "H", "C", "C", "C", "O", "C", "C", "C", "O", "H", "H", "H", "H", "C", "C", "C", "O", "C", "C", "C", "O", "H", "H", "H", "H"], "xyz": [[5.15692, -2.79380, -0.03656], [4.33628, -2.30926, -1.20581], [4.83388, -2.20290, -2.55189], [2.79429, -1.86117, -0.81954], [2.34209, -0.35091, -0.72301], [0.83535, -0.13547, -0.30092], [-0.04817, -1.38559, -0.01030], [0.44390, -2.74957, -0.12972], [1.81353, -3.04887, -0.51948], [5.05064, -2.03007, 0.66415], [6.14678, -2.91556, -0.29576], [5.81429, -2.23596, -2.46145], [3.06019, 0.51108, -0.94223], [0.47932, 0.95004, -0.19817], [-1.12361, -1.19585, 0.31188], [-0.18812, -3.53206, 0.09618], [2.13160, -4.15176, -0.59114], [-3.78545, 0.79359, 2.06610], [-4.86171, 0.81162, 2.85364], [-6.08605, 0.06425, 2.49552], [-7.06799, 0.08114, 3.21073], [-6.07009, -0.70447, 1.23206], [-4.99320, -0.72164, 0.44550], [-3.77006, 0.02576, 0.80482], [-2.78199, 0.00893, 0.08512], [-2.88076, 1.33575, 2.31223], [-4.88921, 1.36864, 3.78132], [-6.97446, -1.24653, 0.98515], [-4.96481, -1.27844, -0.48319], [0.95524, 3.30075, 2.97284], [1.97934, 3.86334, 3.61608], [3.01492, 4.62783, 2.88854], [3.94937, 5.13899, 3.47308], [2.87023, 4.74568, 1.42150], [1.84586, 4.18282, 0.77889], [0.81101, 3.41865, 1.50667], [-0.12727, 2.90518, 0.91940], [0.18845, 2.73702, 3.48953], [2.09946, 3.78713, 4.68969], [3.63677, 5.30950, 0.90461], [1.72529, 4.25902, -0.29494], [5.91691, -6.99737, -4.93756], [6.77828, -6.05490, -4.55084], [6.68069, -5.42923, -3.21580], [7.46488, -4.56630, -2.86080], [5.59434, -5.88824, -2.32577], [4.73270, -6.82984, -2.71120], [4.82963, -7.45666, -4.04692], [4.04567, -8.31665, -4.39851], [5.97289, -7.46607, -5.91201], [7.58035, -5.70759, -5.19024], [5.53935, -5.41859, -1.35096], [3.93050, -7.17650, -2.07128], [-7.15749, 6.17923, 0.83645], [-6.60746, 5.56731, 1.88625], [-5.80674, 4.33598, 1.72296], [-5.30564, 3.77531, 2.68166], [-5.63755, 3.80970, 0.35173], [-6.18727, 4.42115, -0.69806], [-6.98845, 5.65315, -0.53484], [-7.48818, 6.21218, -1.49167], [-7.74754, 7.08145, 0.93782], [-6.72094, 5.93971, 2.89681], [-5.04732, 2.90733, 0.25037], [-6.07369, 4.04858, -1.70864]], "forces_ev_per_a": [[-0.8991, 2.0829, -2.0081], [1.0176, -0.1378, -0.3477], [-0.2880, -0.1444, 3.1496], [-2.9523, 0.1067, 0.4839], [-3.5400, -4.0859, 0.9986], [2.4152, -3.3519, -0.4388], [2.7876, 1.1828, -0.7966], [2.5234, 3.0479, -0.7196], [-0.1744, 4.0273, 0.0628], [0.3267, -1.2317, -0.1354], [-0.5176, 0.0121, 0.4751], [-0.7643, -0.2111, -0.5551], [-1.2204, -1.4680, 0.3476], [0.0265, -2.0328, -0.0374], [1.5565, -0.5516, -0.5789], [0.4001, 0.7021, -0.2038], [-0.6628, 2.0395, 0.1789], [-0.0394, -0.0264, 0.1472], [0.3703, 0.0601, 0.0336], [-0.4530, 0.0742, 0.3839], [0.3307, -0.0317, -0.2677], [0.1056, -0.1487, -0.3369], [-0.2026, -0.0739, -0.0298], [-0.0076, 0.1337, 0.1136], [-0.0218, -0.1858, 0.0873], [-0.0083, 0.0364, -0.0583], [-0.0502, 0.0061, -0.0641], [-0.0063, 0.0196, 0.0320], [0.0137, 0.0255, -0.0029], [0.1096, 0.0462, 0.2243], [-0.3080, -0.2227, 0.0472], [0.4429, 0.2852, 0.3190], [-0.3081, -0.1977, -0.2148], [-0.1293, -0.0633, -0.3561], [0.2371, 0.1074, -0.0309], [-0.2255, -0.0046, -0.0626], [0.2545, -0.0884, 0.0677], [-0.0177, 0.0181, -0.0257], [0.0325, 0.0324, -0.0215], [0.0042, 0.0141, 0.0469], [-0.0465, 0.0173, 0.0133], [0.2785, 0.2108, -0.0562], [-0.0681, -0.1902, -0.2014], [0.2948, 0.2181, 0.0064], [-0.3099, -0.0334, 0.0049], [-0.2977, -0.1457, 0.0858], [0.0819, 0.2665, 0.2882], [-0.3077, -0.4370, -0.2684], [0.2092, 0.3031, 0.1603], [-0.0355, -0.0195, 0.0281], [-0.0012, 0.0164, 0.0458], [0.0396, -0.0071, 0.0248], [0.0140, -0.0622, -0.0377], [0.0543, -0.0069, 0.3541], [-0.1644, 0.2260, -0.1035], [0.1111, -0.1100, 0.3292], [-0.0886, 0.1470, -0.2303], [-0.0661, 0.0151, -0.2994], [0.2248, -0.3242, 0.0974], [-0.2671, 0.3182, -0.4003], [0.1779, -0.2049, 0.2837], [0.0018, -0.0140, -0.0466], [0.0223, -0.0446, -0.0041], [0.0151, 0.0132, 0.0210], [-0.0307, 0.0457, -0.0014]], "largest_force_ev_per_a": 5.5, "orbital_gap_ev": 7.32, "total_charge": 1, "e_homo_ev": -11.916}

=====

No. 2
{"formula": "C29H24BrCl4F6IN2O5PSSbTl", "method": "ωB97M-V with the def2-TZVPD basis set", "elements": ["Tl", "Cl", "C", "C", "C", "I", "C", "O", "C", "N", "C", "C", "C", "C", "H", "H", "H", "H", "O", "C", "C", "C", "N", "C", "Br", "C", "H", "H", "H", "H", "Cl", "C", "Cl", "Cl", "C", "O", "O", "C", "C", "O", "S", "C", "C", "C", "C", "C", "C", "C", "C", "H", "H", "H", "H", "H", "H", "H", "F", "Sb", "F", "F", "F", "F", "F", "C", "P", "C", "C", "H", "H", "H", "H", "H", "H", "H", "H", "H"], "xyz": [[-1.02584, 0.19603, 0.09441], [-0.58039, 5.17287, 5.63040], [-1.15514, 4.17124, 4.36489], [-2.51870, 4.08716, 4.15090], [-3.03649, 3.28933, 3.14152], [-5.04933, 3.22848, 2.78522], [-2.16543, 2.47557, 2.31619], [-2.58405, 1.72454, 1.44513], [-0.70976, 2.61274, 2.55802], [0.07420, 1.89140, 1.75932], [1.38514, 2.00990, 1.85520], [1.98584, 2.85837, 2.79062], [1.18693, 3.57193, 3.65124], [-0.20755, 3.45842, 3.54540], [-3.18661, 4.65908, 4.77990], [1.96858, 1.41274, 1.16140], [3.06235, 2.94822, 2.82476], [1.61645, 4.22581, 4.39774], [-6.49461, 1.42370, -3.13130], [-5.37212, 1.13577, -2.44394], [-5.13391, -0.09406, -1.85200], [-3.94565, -0.28261, -1.18797], [-3.01174, 0.67553, -1.07876], [-3.27261, 1.85466, -1.63571], [-1.99599, 3.23748, -1.43785], [-4.41801, 2.14047, -2.33809], [-7.09594, 0.66917, -3.10996], [-5.86160, -0.89431, -1.88654], [-3.70932, -1.23017, -0.73345], [-4.57971, 3.10763, -2.78858], [-1.68486, -4.90702, -1.90895], [-0.78929, -3.55057, -2.65241], [-1.72579, -2.91519, -4.01631], [0.76832, -4.13235, -3.24965], [-0.59988, -2.48259, -1.51063], [0.38474, -2.61362, -0.79335], [-1.51590, -1.62447, -1.44398], [8.67166, -2.33306, -4.43071], [7.47508, -1.71591, -3.74850], [7.04511, -2.08261, -2.69348], [6.77178, -0.38408, -4.73275], [5.28384, -0.01009, -3.85391], [4.07938, -0.04700, -4.54729], [2.88681, 0.20023, -3.88732], [2.88345, 0.46717, -2.51970], [4.10096, 0.53852, -1.84026], [5.29529, 0.31228, -2.50091], [1.64093, 0.59396, -1.80367], [0.60640, 0.67878, -1.18331], [9.35677, -2.71706, -3.67875], [9.17613, -1.62080, -5.08241], [8.31893, -3.16677, -5.04051], [4.07630, -0.28223, -5.60387], [1.94756, 0.16383, -4.42353], [4.10382, 0.77030, -0.78225], [6.23287, 0.37382, -1.96623], [-2.96297, -1.07889, 1.47691], [-4.45381, -1.04680, 2.70008], [-3.48581, 0.26395, 3.65724], [-3.52628, -2.32695, 3.73082], [-5.29093, 0.12668, 1.49641], [-5.23141, -2.47672, 1.75253], [-5.86744, -0.83765, 3.90721], [1.64853, -1.79870, 1.75063], [-0.13982, -1.53433, 1.81793], [-0.37439, -0.91347, 3.51278], [-0.89616, -3.17626, 1.88886], [1.89867, -2.58999, 2.45956], [2.17109, -0.88642, 2.04237], [1.94280, -2.09414, 0.74526], [0.05676, -1.62866, 4.21547], [-1.43802, -0.80343, 3.73160], [0.12184, 0.04897, 3.64304], [-0.71512, -3.58647, 2.88324], [-0.44942, -3.80707, 1.12526], [-1.96752, -3.10419, 1.72934]], "forces_ev_per_a": [[0.0005, -0.7770, -0.4159], [0.0360, 0.0247, 0.0221], [-0.0515, -0.0519, -0.1000], [0.1619, -0.0432, -0.0257], [0.0321, -0.0062, 0.0073], [-0.0040, 0.0080, -0.0168], [0.0982, 0.2844, 0.3776], [0.0346, -0.2371, -0.3721], [-0.1850, -0.1183, -0.0704], [0.1092, 0.1320, -0.1194], [-0.0291, 0.0313, 0.0506], [0.0000, -0.0430, -0.0310], [-0.0005, 0.0210, 0.0450], [-0.0606, 0.1906, 0.1986], [0.0222, 0.0063, 0.0015], [0.0002, 0.0607, -0.0319], [0.0001, -0.0313, 0.0290], [0.0100, -0.0018, -0.0119], [0.0187, -0.0750, 0.0803], [-0.1427, 0.1129, -0.1407], [-0.0061, -0.0795, 0.0612], [0.1112, 0.0062, -0.0262], [0.0061, 0.1397, 0.1407], [0.0220, 0.0107, 0.0807], [0.0269, -0.0884, 0.0209], [-0.0068, 0.0364, -0.0306], [0.0234, 0.0330, -0.0163], [0.0272, -0.0035, -0.0151], [0.0021, -0.0074, 0.0236], [-0.0053, -0.0053, 0.0216], [0.0353, 0.0775, -0.0142], [-0.0373, -0.0287, -0.0153], [0.0285, -0.0037, 0.0806], [-0.0382, 0.0335, 0.0463], [-0.0787, 0.0580, -0.3071], [0.0328, -0.0196, 0.1387], [0.0392, -0.0803, 0.2184], [-0.0380, 0.0332, -0.0261], [0.0702, -0.0086, -0.1176], [-0.0786, 0.0325, 0.0311], [0.0804, 0.0274, 0.0506], [-0.0586, -0.0581, 0.0547], [-0.0373, 0.0160, 0.0134], [0.0039, -0.0042, -0.0799], [-0.1635, -0.1076, 0.0785], [0.0248, 0.0345, 0.0226], [-0.0040, 0.0590, -0.0041], [0.2712, 0.1729, -0.0538], [0.0914, 0.2221, -0.0579], [-0.0026, 0.0117, 0.0204], [0.0009, -0.0125, 0.0043], [0.0020, 0.0103, 0.0034], [-0.0098, -0.0321, 0.0169], [0.0158, -0.0436, 0.0180], [0.0076, -0.0419, -0.0205], [-0.0189, -0.0413, -0.0061], [-0.0527, 0.0333, -0.0763], [-0.1031, -0.5637, -0.0430], [0.0694, 0.4288, 0.0758], [0.0378, -0.0632, 0.1237], [-0.0199, 0.3502, -0.0893], [-0.0580, -0.0011, -0.0140], [-0.1202, -0.1351, 0.0983], [0.0965, 0.0857, -0.1731], [-0.2834, 0.0562, 0.4171], [-0.1103, 0.0780, 0.0061], [0.0179, -0.0391, -0.1910], [0.0194, 0.0110, 0.0118], [-0.0124, -0.0217, 0.0084], [-0.0240, 0.0182, 0.0556], [0.0059, -0.0069, -0.0055], [0.0941, 0.0055, -0.0229], [-0.0070, -0.0322, 0.0092], [0.0271, -0.0094, -0.0095], [0.0155, -0.0215, -0.0260], [0.0176, -0.0084, 0.0125]], "multiplicity": 2, "largest_force_ev_per_a": 0.9, "orbital_gap_ev": [7.31, 5.45], "e_above_lowest_kj_mol": 19.54, "e_homo_ev": [-8.537, -8.537]}

=====

No. 3
{"formula": "C29H24Cl5N5OPbS", "method": "ωB97M-V with the def2-TZVPD basis set", "elements": ["Pb", "N", "C", "S", "N", "N", "C", "C", "C", "C", "C", "C", "C", "O", "H", "H", "H", "H", "H", "H", "H", "C", "C", "C", "C", "C", "C", "C", "C", "C", "C", "N", "C", "C", "C", "C", "C", "N", "H", "H", "H", "H", "H", "H", "H", "H", "H", "H", "H", "H", "H", "H", "H", "H", "H", "Cl", "C", "C", "C", "Cl", "C", "Cl", "C", "Cl", "C", "Cl"], "xyz": [[-0.45845, 0.22060, -0.45960], [0.51507, -0.61941, -5.09294], [0.08431, -0.23095, -3.82260], [0.26748, -1.43479, -2.58744], [-0.37995, 0.97477, -3.78148], [-0.78889, 1.48245, -2.54699], [-1.34060, 2.63341, -2.69420], [-1.88348, 3.56668, -1.72706], [-2.40303, 4.74949, -2.27937], [-2.93311, 5.76813, -1.51962], [-2.94348, 5.60501, -0.12391], [-2.44877, 4.46634, 0.45538], [-1.90467, 3.38124, -0.30821], [-1.47800, 2.34122, 0.28491], [0.46861, -1.61500, -5.23505], [0.09613, -0.06635, -5.82583], [-1.39607, 2.97636, -3.72937], [-2.37701, 4.85164, -3.36068], [-3.32573, 6.66345, -1.98426], [-3.34865, 6.39154, 0.50579], [-2.45519, 4.33286, 1.53076], [0.91435, 0.59456, 4.02241], [2.30869, -0.03442, 3.94686], [2.23732, -1.46495, 3.46804], [2.23689, -2.50633, 4.39158], [2.03343, -3.82119, 4.00037], [1.79842, -4.09917, 2.66021], [1.77860, -3.08763, 1.71023], [1.49904, -3.37869, 0.25948], [2.77009, -3.45376, -0.58855], [2.02871, -1.76367, 2.10940], [1.94865, -0.76069, 1.14363], [2.99339, -0.09787, 0.80117], [3.01814, 0.94526, -0.16578], [4.16223, 1.62819, -0.60525], [3.71553, 2.54463, -1.56023], [2.32624, 2.33789, -1.65753], [1.90367, 1.38960, -0.81624], [0.95613, 1.60174, 4.44244], [0.25070, -0.01354, 4.64076], [0.47462, 0.66734, 3.02641], [2.78919, -0.01385, 4.92920], [2.92140, 0.57006, 3.28043], [2.38661, -2.27123, 5.44124], [2.03298, -4.61791, 4.73460], [1.60280, -5.11842, 2.34257], [0.86132, -2.58855, -0.14246], [0.94268, -4.31663, 0.18441], [3.32808, -2.51928, -0.51847], [2.52689, -3.61371, -1.64014], [3.41840, -4.26682, -0.24969], [3.97452, -0.35137, 1.23257], [5.17515, 1.45826, -0.26532], [4.30230, 3.25320, -2.12613], [1.62744, 2.84762, -2.30726], [-3.57028, -0.28793, -3.17067], [-3.90958, -1.15489, -1.67713], [-2.99964, -1.06255, -0.64392], [-3.32641, -1.79077, 0.48028], [-2.20367, -1.77927, 1.85412], [-4.48207, -2.55737, 0.61544], [-4.83692, -3.44254, 2.07234], [-5.37460, -2.61013, -0.45165], [-6.82905, -3.54851, -0.33088], [-5.08343, -1.90236, -1.61663], [-6.19546, -1.98104, -2.95449]], "forces_ev_per_a": [[-0.0322, 0.1721, 0.3464], [0.0452, -0.0556, -0.0084], [-0.0077, -0.0015, 0.0348], [0.0124, 0.0530, -0.2163], [-0.0197, 0.0095, 0.1033], [-0.0060, -0.0401, -0.2147], [0.0103, 0.0450, 0.0774], [0.0094, -0.0037, -0.1181], [0.0042, -0.0001, -0.0146], [0.0014, -0.0324, 0.0952], [0.0008, 0.0225, -0.0859], [-0.0018, -0.0614, 0.0097], [-0.0391, 0.0782, 0.0805], [0.0713, -0.0909, -0.1578], [-0.0131, 0.0047, -0.0028], [-0.0208, -0.0023, -0.0113], [-0.0048, 0.0226, -0.0035], [0.0069, -0.0027, 0.0030], [-0.0023, 0.0092, 0.0062], [-0.0003, -0.0005, 0.0079], [-0.0077, 0.0118, 0.0027], [0.0103, -0.0084, -0.0144], [-0.0285, -0.0176, -0.0389], [-0.0758, 0.0049, -0.0570], [0.0470, -0.0151, 0.0012], [0.0026, 0.0430, -0.0415], [-0.0246, 0.0062, 0.0336], [0.0213, 0.0018, -0.0464], [0.0271, -0.0245, 0.0187], [0.0024, -0.0176, 0.0025], [0.0339, -0.0624, 0.1425], [-0.0277, 0.1609, 0.0090], [0.0657, -0.1847, -0.0496], [0.0821, -0.1093, 0.1385], [0.0332, 0.1785, -0.0294], [-0.0692, -0.1588, -0.0120], [0.0357, 0.1381, 0.0488], [-0.1555, 0.0346, -0.1608], [0.0093, -0.0002, -0.0039], [-0.0051, 0.0123, 0.0021], [-0.0056, -0.0309, 0.0052], [-0.0274, -0.0094, 0.0244], [0.0739, 0.0132, -0.0068], [0.0013, -0.0020, -0.0030], [0.0018, -0.0032, 0.0055], [0.0033, 0.0024, -0.0013], [0.0092, -0.0670, 0.0209], [0.0037, -0.0034, -0.0105], [-0.0061, -0.0070, -0.0308], [-0.0240, 0.0246, 0.0189], [0.0034, -0.0044, 0.0275], [-0.0401, -0.0043, 0.0434], [-0.0116, 0.0231, 0.0178], [0.0097, -0.0119, -0.0139], [-0.0041, -0.0113, 0.0075], [-0.0308, -0.0209, 0.0058], [-0.0185, 0.0265, -0.0821], [0.0386, -0.0426, 0.0952], [0.0157, -0.0041, 0.0125], [-0.0207, -0.0129, -0.0134], [-0.0138, -0.0182, 0.0393], [0.0077, 0.0200, -0.0479], [0.0416, 0.0216, 0.0084], [0.0155, 0.0112, -0.0086], [-0.0455, -0.0183, -0.0200], [0.0321, 0.0102, 0.0293]], "largest_force_ev_per_a": 0.4, "orbital_gap_ev": 6.14, "e_above_lowest_kj_mol": 0.00, "total_charge": -2, "e_homo_ev": -2.006}

=====

Number 1: DFT total energy -52534.291 eV. Number 2: DFT total energy -219576.089 eV. Number 3: DFT total energy -118658.193 eV.